Model one:
{"formula": "C7H13NOS", "method": "the ωB97M-V functional and the def2-TZVPD basis", "molar_mass_g_mol": 159.3, "gap_ev": 8.18, "multiplicity": 1, "total_charge": 0, "lumo_ha": 0.0071, "homo_ev": -7.98, "species": ["C", "C", "C", "C", "C", "C", "C", "N", "O", "S", "H", "H", "H", "H", "H", "H", "H", "H", "H", "H", "H", "H", "H"], "positions_angstrom": [[0.81, 1.08, -0.72], [2.63, 0.04, 0.36], [-0.36, 0.49, -0.02], [-0.31, -1.52, -1.67], [-1.91, -1.43, 0.30], [-0.31, 2.20, 1.70], [-1.13, -0.59, -0.74], [2.02, 0.84, -0.68], [-1.04, 1.29, 0.84], [1.39, -0.66, 1.39], [0.52, 1.44, -1.71], [3.27, -0.84, -0.06], [3.37, 0.67, 0.85], [-0.30, -1.10, -2.64], [-0.78, -2.48, -1.75], [0.65, -1.65, -1.15], [-1.25, -2.12, 0.70], [-2.69, -2.13, -0.22], [-2.23, -0.70, 1.08], [-0.68, 3.21, 1.40], [0.77, 2.15, 1.41], [-0.54, 1.86, 2.67], [-1.92, -0.06, -1.33]]}

Model two:
{"formula": "C7H13NOS", "method": "the ωB97M-V functional and the def2-TZVPD basis", "molar_mass_g_mol": 159.3, "gap_ev": [7.96, 5.81], "multiplicity": 1, "total_charge": 0, "lumo_ha": [0.0127, -0.0253], "homo_ev": [-7.61, -6.50], "species": ["C", "C", "C", "C", "C", "C", "C", "N", "O", "S", "H", "H", "H", "H", "H", "H", "H", "H", "H", "H", "H", "H", "H"], "positions_angstrom": [[-1.40, -0.27, -1.49], [0.92, 0.10, 0.24], [-0.03, -0.33, 1.29], [-1.95, 0.09, -2.84], [1.68, -1.08, -0.34], [1.89, 1.17, 0.78], [-1.00, 0.60, 1.92], [-1.71, -1.13, -0.71], [0.17, -1.54, 1.82], [0.00, 0.98, -1.12], [-2.72, 0.85, -2.71], [-2.39, -0.80, -3.29], [-1.17, 0.49, -3.48], [2.26, -1.58, 0.43], [2.35, -0.75, -1.13], [0.96, -1.79, -0.75], [1.35, 2.05, 1.13], [2.56, 1.47, -0.02], [2.48, 0.76, 1.60], [-1.14, 1.47, 1.29], [-0.62, 0.92, 2.90], [-1.96, 0.12, 2.08], [-0.56, -1.80, 2.40]]}

Model three:
{"formula": "C7H13NOS", "method": "the ωB97M-V functional and the def2-TZVPD basis", "molar_mass_g_mol": 159.3, "gap_ev": 9.51, "multiplicity": 1, "smiles": "CS/C(C)=N/C(=O)C(C)C", "total_charge": 0, "lumo_ha": 0.0138, "homo_ev": -9.13, "species": ["C", "C", "C", "C", "C", "C", "C", "N", "O", "S", "H", "H", "H", "H", "H", "H", "H", "H", "H", "H", "H", "H", "H"], "positions_angstrom": [[-0.64, -1.75, 0.25], [-2.76, -0.55, 1.96], [1.03, -0.16, -0.19], [0.13, -2.82, -0.49], [-0.01, 1.86, -1.36], [1.97, 1.97, 0.16], [1.27, 1.16, -0.91], [-0.26, -0.51, 0.17], [2.06, -0.72, 0.17], [-2.25, -2.00, 0.99], [-3.60, -0.06, 1.41], [-3.25, -0.98, 2.83], [1.15, -2.39, -0.49], [-0.19, -2.85, -1.55], [-0.12, -3.91, -0.20], [-0.44, 2.12, -0.44], [-0.61, 1.16, -2.09], [0.08, 2.81, -1.96], [1.35, 2.11, 1.10], [2.01, 3.02, -0.37], [2.97, 1.48, 0.49], [1.97, 0.98, -1.71], [-1.86, 0.03, 2.22]]}

Least stable of them? model one.

Model one:
{"formula": "H3PS2", "method": "the ωB97M-V functional and the def2-TZVPD basis", "molar_mass_g_mol": 98.1, "gap_ev": [7.51, 7.62], "multiplicity": 1, "total_charge": 0, "lumo_ha": [-0.0657, -0.0481], "homo_ev": [-9.29, -8.93], "species": ["P", "S", "S", "H", "H", "H"], "positions_angstrom": [[-0.43, -0.32, -0.28], [-2.16, -0.15, -1.11], [1.09, 1.04, -1.03], [-0.70, -0.19, 1.99], [0.31, -1.48, -0.39], [0.64, 1.77, -2.14]]}

Model two:
{"formula": "H3PS2", "method": "the ωB97M-V functional and the def2-TZVPD basis", "molar_mass_g_mol": 98.1, "gap_ev": 7.36, "multiplicity": 1, "smiles": "P=S.S", "total_charge": 0, "lumo_ha": -0.0634, "homo_ev": -9.08, "species": ["P", "S", "S", "H", "H", "H"], "positions_angstrom": [[-1.21, -1.66, 1.58], [-2.58, -0.97, 0.39], [2.11, 1.40, -1.47], [-0.81, -0.64, 2.53], [1.62, 0.22, -1.05], [0.88, 1.64, -1.99]]}

Model three:
{"formula": "H3PS2", "method": "the ωB97M-V functional and the def2-TZVPD basis", "molar_mass_g_mol": 98.1, "gap_ev": 9.48, "multiplicity": 1, "smiles": "S=[PH2]S", "total_charge": 0, "lumo_ha": 0.0112, "homo_ev": -9.18, "species": ["P", "S", "S", "H", "H", "H"], "positions_angstrom": [[0.33, -0.29, 0.16], [-0.40, 1.62, 0.09], [-1.25, -1.38, -0.24], [1.38, -0.27, -0.76], [1.11, -0.40, 1.33], [-1.16, 0.72, -0.58]]}

Least stable of them? model one.

Model one:
{"formula": "CH5BrN2P", "method": "the ωB97M-V functional and the def2-TZVPD basis", "molar_mass_g_mol": 155.9, "gap_ev": 10.28, "multiplicity": 1, "smiles": "NC(=[NH2+])PBr", "total_charge": 1, "lumo_ha": -0.1490, "homo_ev": -14.33, "species": ["C", "N", "N", "P", "Br", "H", "H", "H", "H", "H"], "positions_angstrom": [[0.09, 0.16, -0.13], [-1.03, 0.50, -0.72], [1.29, 0.49, -0.53], [0.21, -0.73, 1.79], [-1.94, -0.95, 2.16], [-0.78, 0.98, -1.59], [-2.01, 0.38, -0.42], [1.49, 0.71, -1.57], [2.13, 0.43, 0.03], [0.55, -1.97, 0.99]]}

Model two:
{"formula": "CH5BrN2P", "method": "the ωB97M-V functional and the def2-TZVPD basis", "molar_mass_g_mol": 155.9, "gap_ev": [8.95, 6.46], "multiplicity": 1, "total_charge": 1, "lumo_ha": [-0.2356, -0.2774], "homo_ev": [-15.36, -14.00], "species": ["C", "N", "N", "P", "Br", "H", "H", "H", "H", "H"], "positions_angstrom": [[0.49, -0.09, -0.02], [-0.31, -0.90, -0.64], [0.02, 0.68, 0.92], [2.17, 0.03, -0.79], [-3.54, 0.33, -0.67], [-1.32, -1.11, -0.42], [0.15, -1.41, -1.38], [-1.00, 0.81, 0.98], [0.55, 1.47, 1.45], [2.80, 0.19, 0.58]]}

Model three:
{"formula": "CH5BrN2P", "method": "the ωB97M-V functional and the def2-TZVPD basis", "molar_mass_g_mol": 155.9, "gap_ev": [8.24, 8.20], "multiplicity": 1, "total_charge": 1, "lumo_ha": [-0.2120, -0.1872], "homo_ev": [-14.01, -13.29], "species": ["C", "N", "N", "P", "Br", "H", "H", "H", "H", "H"], "positions_angstrom": [[0.09, 0.00, -0.21], [0.97, 0.69, -0.88], [0.24, -1.24, 0.06], [-1.36, 1.13, 0.18], [-3.04, -0.12, -0.01], [1.86, 0.24, -1.21], [0.96, 1.72, -0.92], [1.06, -1.96, -0.13], [-0.33, -1.64, 0.77], [-0.45, 1.19, 2.36]]}

Least stable of them? model three.

Model one:
{"formula": "C5H8N3O", "method": "the ωB97M-V functional and the def2-TZVPD basis", "molar_mass_g_mol": 126.1, "gap_ev": 8.78, "multiplicity": 1, "total_charge": 1, "lumo_ha": -0.1902, "homo_ev": -13.96, "species": ["C", "C", "C", "C", "C", "N", "N", "N", "O", "H", "H", "H", "H", "H", "H", "H", "H"], "positions_angstrom": [[-0.07, -1.80, -1.17], [-1.16, -2.24, -0.48], [0.54, 1.87, 0.74], [0.76, 0.89, -0.17], [1.43, 3.14, 0.70], [-0.90, -0.40, 0.82], [-0.09, -0.15, -0.11], [-1.90, -3.42, -0.70], [-1.51, -1.58, 0.65], [0.44, -1.72, -2.03], [-0.22, 1.82, 1.54], [1.45, 1.05, -1.01], [2.29, 3.15, 0.02], [1.88, 3.17, 1.67], [0.82, 4.08, 0.79], [-1.54, -4.10, -1.41], [-2.23, -3.73, 0.16]]}

Model two:
{"formula": "C5H8N3O", "method": "the ωB97M-V functional and the def2-TZVPD basis", "molar_mass_g_mol": 126.1, "gap_ev": 9.22, "multiplicity": 1, "smiles": "Cc1[nH]cc(CN=O)[nH+]1", "total_charge": 1, "lumo_ha": -0.1505, "homo_ev": -13.32, "species": ["C", "C", "C", "C", "C", "N", "N", "N", "O", "H", "H", "H", "H", "H", "H", "H", "H"], "positions_angstrom": [[-0.34, 1.56, 0.38], [0.60, 0.67, -0.03], [-1.33, -0.37, -0.06], [-2.26, -1.49, 0.08], [2.42, 0.77, -0.34], [2.77, -0.63, -0.25], [-1.52, 0.92, 0.37], [-0.02, -0.47, -0.26], [3.86, -0.87, 0.20], [-0.27, 2.64, 0.45], [-1.64, -2.37, -0.01], [-2.65, -1.54, 1.01], [-3.09, -1.33, -0.67], [2.30, 1.07, -1.44], [3.02, 1.39, 0.33], [-2.37, 1.39, 0.75], [0.53, -1.34, -0.51]]}

Model three:
{"formula": "C5H8N3O", "method": "the ωB97M-V functional and the def2-TZVPD basis", "molar_mass_g_mol": 126.1, "gap_ev": 11.17, "multiplicity": 1, "total_charge": 1, "lumo_ha": -0.1103, "homo_ev": -14.17, "species": ["C", "C", "C", "C", "C", "N", "N", "N", "O", "H", "H", "H", "H", "H", "H", "H", "H"], "positions_angstrom": [[0.47, -1.49, -0.80], [1.26, -0.47, -1.10], [0.76, -0.27, 1.04], [-3.36, 0.22, 0.21], [2.22, 1.49, 0.09], [0.12, -1.37, 0.57], [1.44, 0.28, 0.07], [-4.46, 0.31, -0.16], [-2.19, 0.30, 0.16], [-0.04, -2.33, -1.42], [1.72, -0.13, -1.96], [1.53, 2.21, 0.26], [3.10, 1.56, 0.83], [2.59, 1.62, -1.00], [-0.49, -1.97, 1.03], [0.71, 0.16, 2.08], [-5.37, -0.11, 0.09]]}

Least stable of them? model one.

Model one:
{"formula": "C25H25FN4O3", "method": "the ωB97M-V functional and the def2-TZVPD basis", "molar_mass_g_mol": 448.5, "gap_ev": 8.13, "multiplicity": 1, "smiles": "O=C(NC[C@@H](c1cccnc1)N1CCN(c2ccc(F)cc2)CC1)c1ccc2c(c1)OCO2", "total_charge": 0, "lumo_ha": 0.0182, "homo_ev": -7.64, "species": ["O", "C", "N", "H", "C", "H", "H", "C", "N", "C", "H", "C", "N", "C", "C", "C", "C", "C", "C", "H", "H", "F", "H", "H", "C", "C", "H", "H", "H", "H", "H", "H", "H", "C", "C", "C", "C", "N", "C", "H", "H", "H", "H", "H", "C", "C", "C", "C", "C", "C", "H", "O", "C", "O", "H", "H", "H", "H"], "positions_angstrom": [[-2.70, -2.82, 0.84], [-2.90, -1.84, 0.16], [-2.02, -1.39, -0.77], [-2.20, -0.51, -1.23], [-0.67, -1.88, -0.85], [-0.40, -2.03, -1.89], [-0.64, -2.84, -0.33], [0.28, -0.89, -0.15], [0.09, 0.45, -0.71], [0.29, 1.57, 0.20], [-0.66, 2.10, 0.33], [1.36, 2.54, -0.33], [2.45, 1.83, -0.93], [3.60, 1.49, -0.25], [3.73, 1.68, 1.13], [4.90, 1.37, 1.79], [5.96, 0.85, 1.07], [5.87, 0.66, -0.30], [4.70, 0.99, -0.95], [4.66, 0.87, -2.02], [6.72, 0.27, -0.84], [7.11, 0.53, 1.71], [4.99, 1.51, 2.85], [2.91, 2.06, 1.72], [2.05, 1.13, -2.13], [0.56, 0.72, -2.05], [-0.06, 1.54, -2.44], [0.39, -0.15, -2.68], [2.67, 0.24, -2.26], [2.19, 1.78, -3.01], [1.72, 3.19, 0.47], [0.92, 3.19, -1.10], [0.60, 1.19, 1.18], [1.71, -1.39, -0.12], [2.45, -1.31, 1.06], [3.76, -1.76, 1.07], [4.29, -2.27, -0.11], [3.60, -2.36, -1.23], [2.35, -1.94, -1.23], [1.83, -2.07, -2.17], [5.31, -2.63, -0.16], [4.36, -1.72, 1.97], [2.01, -0.91, 1.96], [-0.07, -0.82, 0.89], [-4.18, -1.06, 0.24], [-5.33, -1.75, 0.59], [-6.56, -1.12, 0.70], [-6.59, 0.23, 0.46], [-5.43, 0.94, 0.13], [-4.21, 0.32, 0.01], [-3.33, 0.90, -0.21], [-5.74, 2.26, -0.03], [-7.13, 2.37, 0.20], [-7.65, 1.10, 0.51], [-7.31, 3.06, 1.04], [-7.62, 2.76, -0.70], [-7.46, -1.66, 0.96], [-5.25, -2.81, 0.78]]}

Model two:
{"formula": "C25H25FN4O3", "method": "the ωB97M-V functional and the def2-TZVPD basis", "molar_mass_g_mol": 448.5, "gap_ev": 9.40, "multiplicity": 1, "smiles": "O=C(CN(C(=O)CCC(=O)Nc1ccccn1)c1ccc(F)cc1)NCCc1ccccc1", "total_charge": 0, "lumo_ha": 0.0229, "homo_ev": -8.77, "species": ["O", "C", "N", "H", "C", "H", "H", "C", "C", "C", "C", "C", "C", "C", "H", "H", "H", "H", "H", "H", "H", "C", "N", "C", "O", "C", "H", "C", "C", "O", "N", "C", "N", "C", "C", "C", "C", "H", "H", "H", "H", "H", "H", "H", "H", "C", "C", "C", "C", "C", "C", "H", "H", "F", "H", "H", "H", "H"], "positions_angstrom": [[0.75, 2.64, -2.27], [1.34, 2.44, -1.23], [2.53, 1.85, -1.12], [2.89, 1.64, -0.19], [3.20, 1.23, -2.24], [2.64, 1.51, -3.14], [4.22, 1.64, -2.33], [3.23, -0.29, -2.11], [3.95, -0.82, -0.90], [3.67, -2.12, -0.49], [4.31, -2.68, 0.61], [5.23, -1.93, 1.32], [5.52, -0.64, 0.92], [4.89, -0.09, -0.19], [5.15, 0.91, -0.48], [6.25, -0.06, 1.47], [5.72, -2.36, 2.18], [4.07, -3.69, 0.91], [2.94, -2.70, -1.04], [2.20, -0.65, -2.08], [3.69, -0.70, -3.01], [0.76, 2.90, 0.13], [0.23, 1.79, 0.91], [1.10, 1.05, 1.63], [2.29, 1.33, 1.65], [0.60, -0.18, 2.36], [1.19, -0.27, 3.28], [0.87, -1.42, 1.49], [-0.07, -1.45, 0.30], [0.28, -1.19, -0.83], [-1.35, -1.78, 0.65], [-2.49, -1.83, -0.14], [-3.60, -2.01, 0.58], [-4.76, -2.06, -0.06], [-4.87, -1.96, -1.43], [-3.71, -1.79, -2.17], [-2.49, -1.72, -1.53], [-1.57, -1.58, -2.06], [-3.76, -1.70, -3.25], [-5.84, -2.00, -1.91], [-5.62, -2.20, 0.58], [-1.55, -1.95, 1.62], [1.89, -1.39, 1.13], [0.72, -2.32, 2.09], [-0.45, -0.12, 2.62], [-1.17, 1.57, 0.79], [-1.99, 1.58, 1.91], [-3.36, 1.40, 1.78], [-3.89, 1.25, 0.52], [-3.10, 1.29, -0.62], [-1.73, 1.44, -0.48], [-1.10, 1.47, -1.35], [-3.55, 1.19, -1.59], [-5.22, 1.09, 0.39], [-4.00, 1.40, 2.64], [-1.57, 1.76, 2.89], [1.56, 3.37, 0.71], [-0.04, 3.61, -0.06]]}

Least stable of them? model one.

Model one:
{"formula": "CH14O5", "method": "the ωB97M-V functional and the def2-TZVPD basis", "molar_mass_g_mol": 106.1, "gap_ev": 11.86, "multiplicity": 1, "smiles": "C.O.O.O.O.O", "total_charge": 0, "lumo_ha": 0.0193, "homo_ev": -11.34, "species": ["C", "H", "H", "H", "H", "H", "H", "O", "H", "H", "O", "H", "H", "O", "H", "H", "O", "H", "H", "O"], "positions_angstrom": [[-2.15, 2.04, -1.37], [-2.20, 0.96, -1.53], [-1.11, 2.34, -1.22], [-2.47, 2.46, -2.33], [-2.79, 2.22, -0.52], [0.57, -3.07, 0.49], [0.29, -4.16, -0.51], [0.95, -3.47, -0.32], [-0.31, 0.84, 2.74], [-0.13, 1.39, 1.31], [-0.70, 0.83, 1.86], [2.00, -1.68, -1.02], [0.79, -0.96, -1.48], [1.62, -0.79, -1.03], [1.44, 1.01, -0.29], [2.15, 2.41, -0.29], [1.33, 1.95, -0.11], [-0.26, -0.93, 1.53], [0.96, -1.62, 2.14], [0.02, -1.75, 1.95]]}

Model two:
{"formula": "CH14O5", "method": "the ωB97M-V functional and the def2-TZVPD basis", "molar_mass_g_mol": 106.1, "gap_ev": 10.80, "multiplicity": 1, "smiles": "C.O.O.O.O.O", "total_charge": 0, "lumo_ha": 0.0118, "homo_ev": -10.48, "species": ["C", "H", "H", "H", "H", "H", "H", "O", "H", "H", "O", "H", "H", "O", "H", "H", "O", "H", "H", "O"], "positions_angstrom": [[-0.68, 0.82, 2.21], [-1.57, 0.22, 2.24], [-0.43, 0.81, 3.20], [-0.82, 1.85, 2.25], [-0.04, 0.27, 1.50], [1.75, -0.79, -0.90], [2.04, -1.66, 0.50], [2.32, -0.97, -0.15], [-0.52, 1.02, 0.12], [-0.03, 1.12, -1.43], [-0.82, 1.17, -0.80], [-1.28, -2.30, -1.73], [-0.13, -1.96, -0.85], [-0.25, -2.24, -1.80], [2.66, 1.25, -1.17], [2.81, 1.81, 0.13], [2.15, 1.59, -0.50], [-2.82, -0.97, -0.46], [-2.01, -0.08, -1.07], [-2.33, -0.94, -1.29]]}

Least stable of them? model two.